Record 1
Entry from OMol25: C25H17Cl2N3O3PtS as an isolated structure (ωB97M-V with the def2-TZVPD basis set).

## Properties
E_LUMO ... -0.916 eV
HOMO-LUMO gap ... 6.43 eV
Relative energy (zero: lowest compared OMol25 entry of this formula, charge and spin) ... 38.5 kJ/mol
Total charge ... 0
Largest force on an atom ... 2.2 eV/Å

Each line ends with the Löwdin charge.
Geometry (Å):
Pt  -0.082  0.135  0.153  1.24
C  4.430  -3.250  5.237  -0.05
C  4.014  -2.706  3.903  -0.27
C  2.767  -2.997  3.363  -0.02
C  2.403  -2.517  2.117  -0.05
C  3.297  -1.750  1.398  -0.26
C  4.537  -1.435  1.920  -0.05
C  4.888  -1.907  3.172  -0.03
S  2.838  -1.186  -0.239  0.64
O  4.026  -0.787  -0.943  -0.29
O  1.998  -2.148  -0.880  -0.30
N  1.894  0.164  0.085  -0.27
C  2.442  1.399  0.227  -0.27
C  3.802  1.712  0.346  -0.01
C  4.212  3.033  0.412  -0.06
C  3.304  4.073  0.395  -0.05
C  1.925  3.809  0.277  -0.16
C  0.941  4.820  0.190  0.02
C  -0.351  4.444  -0.134  -0.05
C  -0.682  3.107  -0.254  -0.11
N  0.191  2.105  -0.024  -0.08
C  1.500  2.462  0.186  -0.15
H  3.733  -4.008  5.587  0.07
H  4.471  -2.449  5.976  0.08
H  5.422  -3.697  5.172  0.08
H  2.074  -3.616  3.912  0.11
H  1.444  -2.744  1.683  0.07
H  5.232  -0.852  1.338  0.10
H  5.857  -1.666  3.581  0.11
H  4.533  0.926  0.339  0.08
H  5.269  3.251  0.465  0.11
H  3.634  5.100  0.439  0.11
H  1.209  5.857  0.325  0.12
H  -1.109  5.192  -0.303  0.11
H  -1.670  2.822  -0.574  0.09
Cl  -0.218  -4.747  0.203  0.76
C  -1.575  -3.709  0.142  -0.58
C  -2.864  -4.192  0.000  -0.11
C  -3.935  -3.315  -0.060  -0.62
Cl  -5.525  -3.955  -0.164  0.70
C  -3.762  -1.912  -0.018  -0.18
C  -4.802  -0.970  -0.054  0.01
C  -4.473  0.370  0.105  -0.04
C  -3.162  0.763  0.232  -0.10
N  -2.116  -0.097  0.176  -0.06
C  -2.438  -1.431  0.094  -0.14
C  -1.337  -2.314  0.215  -0.37
O  -0.171  -1.809  0.434  -0.28
H  -3.036  -5.254  -0.055  0.11
H  -5.826  -1.279  -0.168  0.09
H  -5.251  1.115  0.143  0.11
H  -2.926  1.798  0.408  0.09


Record 2
Entry from OMol25: C21H17N4O5SSeV as an isolated structure (ωB97M-V with the def2-TZVPD basis set).

## Properties
E_LUMO (alpha / beta) ... 2.332 / 2.341 eV
HOMO-LUMO gap (alpha / beta) ... 5.54 / 7.69 eV
Total charge ... -1
Expectation value of S² ... 3.7900
2S+1 ... 4
Largest force on an atom ... 0.4 eV/Å

Each line ends with the Löwdin charge.
Geometry (Å):
V  -0.328  -0.857  1.136  0.99
O  -1.946  -1.568  1.871  -0.17
C  -2.960  -1.923  1.116  -0.33
C  -3.733  -3.040  1.488  0.00
C  -4.805  -3.454  0.733  -0.09
C  -5.185  -2.758  -0.420  -0.11
C  -4.465  -1.646  -0.787  -0.06
C  -3.346  -1.219  -0.057  -0.14
C  -2.711  0.031  -0.405  -0.05
N  -1.559  0.348  0.049  -0.08
N  -1.146  1.674  0.019  0.09
C  -0.453  1.875  1.112  -0.45
O  -0.227  0.961  2.001  -0.15
C  0.104  3.232  1.348  -0.14
C  1.014  3.419  2.382  -0.02
C  1.561  4.673  2.609  -0.08
C  1.199  5.746  1.808  -0.10
C  0.289  5.561  0.774  -0.09
C  -0.256  4.310  0.543  -0.03
H  -3.430  -3.577  2.377  0.12
H  -5.358  -4.334  1.037  0.10
H  -6.031  -3.086  -1.008  0.09
H  -4.753  -1.078  -1.665  0.11
H  -3.270  0.778  -0.969  0.13
H  1.289  2.568  2.990  0.11
H  2.276  4.812  3.411  0.10
H  1.627  6.725  1.986  0.09
H  0.006  6.397  0.146  0.10
H  -0.961  4.146  -0.261  0.10
C  0.396  -2.839  -2.425  -0.14
S  0.435  -3.527  -0.788  0.42
O  -0.239  -4.801  -0.868  -0.33
O  1.815  -3.544  -0.364  -0.33
O  -0.382  -2.564  0.027  -0.44
H  1.060  -3.440  -3.042  0.06
H  0.755  -1.815  -2.385  0.04
H  -0.626  -2.889  -2.794  0.06
Se  2.632  -1.272  2.100  1.04
N  1.628  -0.624  0.702  -0.39
C  2.501  -0.365  -0.305  -0.37
C  2.163  0.274  -1.507  -0.06
C  3.129  0.458  -2.473  -0.11
C  4.449  0.023  -2.260  -0.12
C  4.814  -0.576  -1.078  -0.05
C  3.853  -0.768  -0.059  -0.41
N  4.143  -1.294  1.144  -0.27
H  1.147  0.626  -1.649  0.10
H  2.871  0.950  -3.403  0.09
H  5.189  0.174  -3.036  0.09
H  5.829  -0.904  -0.897  0.10


Record 3
Entry from OMol25: C46H33ClF5NO2RuS as an isolated structure (ωB97M-V with the def2-TZVPD basis set).

## Properties
E_LUMO (alpha / beta) ... -1.252 / -1.416 eV
HOMO-LUMO gap (alpha / beta) ... 5.67 / 5.75 eV
Relative energy (zero: lowest compared OMol25 entry of this formula, charge and spin) ... 52.5 kJ/mol
Total charge ... 0
Expectation value of S² ... 6.0158
2S+1 ... 5
Largest force on an atom ... 1.7 eV/Å

Each line ends with the Löwdin charge.
Geometry (Å):
Ru  -1.423  -0.190  0.135  1.15
O  -1.349  -2.139  0.381  -0.40
C  -0.377  -3.076  0.679  -0.46
C  1.016  -2.633  0.073  -0.05
C  1.490  -1.360  0.677  -0.19
C  2.125  -1.416  1.901  0.01
C  2.442  -0.271  2.593  0.02
C  2.111  0.942  2.032  0.02
C  1.507  1.011  0.798  -0.15
C  1.113  2.343  0.272  -0.04
C  -0.360  2.696  0.691  -0.45
O  -1.240  1.740  0.207  -0.34
C  -0.374  2.795  2.232  -0.17
C  -1.015  1.844  3.014  -0.04
C  -0.967  1.914  4.405  -0.07
C  -0.282  2.945  5.029  -0.09
C  0.347  3.914  4.254  -0.08
C  0.298  3.839  2.869  -0.04
C  -0.765  4.048  0.083  -0.15
C  0.004  4.755  -0.829  -0.03
C  -0.459  5.954  -1.370  -0.08
C  -1.694  6.454  -1.001  -0.09
C  -2.476  5.745  -0.092  -0.07
C  -2.013  4.556  0.444  -0.02
N  1.154  -0.144  0.134  0.03
C  -0.807  -4.405  0.037  -0.16
C  -0.083  -5.086  -0.931  -0.04
C  -0.591  -6.248  -1.511  -0.08
C  -1.829  -6.734  -1.128  -0.09
C  -2.558  -6.059  -0.153  -0.07
C  -2.051  -4.907  0.421  -0.02
C  -0.199  -3.272  2.199  -0.17
C  -0.591  -2.289  3.101  -0.04
C  -0.389  -2.451  4.467  -0.07
C  0.209  -3.607  4.950  -0.09
C  0.601  -4.597  4.059  -0.08
C  0.395  -4.431  2.695  -0.03
H  0.910  -2.592  -1.007  0.11
H  1.742  -3.409  0.321  0.13
H  2.353  -2.391  2.310  0.13
H  2.927  -0.322  3.561  0.13
H  2.322  1.868  2.551  0.13
H  1.222  2.422  -0.805  0.10
H  1.772  3.083  0.724  0.13
H  -1.574  1.057  2.535  0.07
H  -1.477  1.164  4.999  0.10
H  -0.247  3.005  6.109  0.10
H  0.868  4.737  4.731  0.10
H  0.781  4.608  2.273  0.12
H  0.977  4.393  -1.141  0.10
H  0.155  6.492  -2.083  0.10
H  -2.050  7.388  -1.418  0.10
H  -3.448  6.124  0.199  0.10
H  -2.627  3.997  1.141  0.13
H  0.889  -4.736  -1.256  0.10
H  -0.016  -6.764  -2.271  0.10
H  -2.229  -7.629  -1.589  0.10
H  -3.530  -6.430  0.154  0.10
H  -2.624  -4.369  1.167  0.13
H  -1.070  -1.396  2.729  0.08
H  -0.704  -1.674  5.155  0.10
H  0.356  -3.743  6.015  0.10
H  1.055  -5.509  4.428  0.10
H  0.695  -5.215  2.006  0.12
F  -3.424  2.561  -6.685  0.12
C  -3.162  1.772  -5.639  -0.15
C  -2.324  2.200  -4.635  -0.15
F  -1.754  3.410  -4.717  0.11
C  -2.063  1.378  -3.556  -0.23
F  -1.197  1.839  -2.637  0.05
C  -2.624  0.113  -3.415  -0.53
S  -2.355  -0.978  -2.059  0.62
C  -3.442  -0.294  -4.470  -0.26
F  -4.002  -1.506  -4.454  0.08
C  -3.715  0.512  -5.557  -0.15
F  -4.514  0.080  -6.539  0.12
Cl  6.488  0.484  -4.066  0.68
C  4.961  0.341  -3.255  -0.67
C  3.952  1.246  -3.531  -0.09
C  2.733  1.118  -2.880  -0.02
C  2.511  0.094  -1.964  -0.18
C  1.126  -0.038  -1.375  -0.09
C  3.545  -0.801  -1.701  -0.01
C  4.768  -0.681  -2.340  -0.09
H  4.116  2.041  -4.247  0.11
H  1.935  1.821  -3.103  0.12
H  0.587  -0.886  -1.771  0.09
H  0.528  0.820  -1.639  0.08
H  3.409  -1.605  -0.985  0.11
H  5.570  -1.381  -2.139  0.11


Record 4
Entry from OMol25: C11H11FN2 in the gas phase (ωB97M-V with the def2-TZVPD basis set).

## Properties
E_LUMO ... 0.271 eV
SMILES string ... Nn1cccc1[C@H]1C=CC=C/C1=C\F
HOMO-LUMO gap ... 8.17 eV
Relative energy (zero: lowest compared OMol25 entry of this formula, charge and spin) ... 395.2 kJ/mol
Total charge ... 0
Largest force on an atom ... 3.5 eV/Å

Each line ends with the Löwdin charge.
Geometry (Å):
N  -0.834  2.381  1.470  0.10
N  -1.356  1.272  0.839  -0.15
C  -2.711  1.027  0.677  -0.08
C  -2.863  -0.002  -0.217  -0.10
C  -1.583  -0.323  -0.717  -0.02
C  -0.682  0.450  0.006  -0.22
C  0.785  0.378  -0.122  -0.19
C  1.306  -0.602  0.943  -0.03
C  1.330  -1.910  0.684  -0.10
C  1.204  -2.400  -0.685  -0.07
C  1.401  -1.529  -1.709  -0.07
C  1.359  -0.116  -1.467  -0.16
C  2.161  0.657  -2.193  -0.05
F  2.619  0.132  -3.351  0.02
H  -0.264  1.910  2.158  0.09
H  -0.211  3.014  0.997  0.09
H  -3.590  1.437  1.209  0.12
H  -3.820  -0.360  -0.416  0.08
H  -1.524  -1.089  -1.439  0.09
H  1.287  1.265  0.058  0.10
H  1.663  -0.333  1.944  0.11
H  1.631  -2.581  1.394  0.07
H  1.362  -3.559  -0.871  0.14
H  1.666  -1.822  -2.731  0.12
H  2.352  1.624  -1.941  0.10


Record 5
Entry from OMol25: C7H13NS2 in the gas phase (ωB97M-V with the def2-TZVPD basis set).

## Properties
E_LUMO (alpha / beta) ... -0.186 / 0.602 eV
HOMO-LUMO gap (alpha / beta) ... 6.35 / 7.95 eV
Relative energy (zero: lowest compared OMol25 entry of this formula, charge and spin) ... 344.5 kJ/mol
Total charge ... 0
Largest force on an atom ... 8.8 eV/Å

Each line ends with the Löwdin charge.
Geometry (Å):
C  -3.167  -1.552  0.076  -0.06
C  -1.768  0.084  -0.673  -0.18
C  -0.849  0.513  0.596  -0.63
C  0.520  -0.057  0.725  -0.64
C  0.716  -1.542  0.801  -0.10
C  -1.296  3.038  -0.738  -0.42
C  3.243  0.003  -0.309  -0.32
N  -2.657  -0.725  -0.661  -0.05
S  -0.803  2.319  0.820  0.80
S  1.739  1.057  0.221  0.84
H  -2.595  -1.915  0.985  0.08
H  -4.210  -1.932  -0.087  0.08
H  -1.205  0.459  -1.532  0.12
H  -1.608  0.206  1.366  0.09
H  0.654  -1.882  -0.190  0.06
H  -0.158  -1.999  1.466  0.13
H  1.697  -1.740  1.150  0.04
H  -0.364  3.066  -1.497  0.09
H  -1.628  4.007  -0.445  0.01
H  -2.122  2.567  -1.159  -0.01
H  4.088  0.783  -0.158  0.06
H  2.975  -0.212  -1.319  0.00
H  3.401  -0.948  0.199  0.02


Record 6
Entry from OMol25: C21H22N4O2 as an isolated structure (ωB97M-V with the def2-TZVPD basis set).

## Properties
E_LUMO ... -0.204 eV
HOMO-LUMO gap ... 7.41 eV
Relative energy (zero: lowest compared OMol25 entry of this formula, charge and spin) ... 1984.8 kJ/mol
Total charge ... 0
Largest force on an atom ... 18.0 eV/Å

Each line ends with the Löwdin charge.
Geometry (Å):
C  -0.593  -3.452  -1.121  -0.01
C  -0.864  -2.071  -0.837  -0.29
N  -2.092  -1.685  -0.512  0.13
N  -2.227  -0.491  -0.222  -0.02
C  -1.022  -0.074  -0.485  -0.16
C  -0.253  -0.991  -0.714  -0.21
C  1.195  -0.972  -0.890  -0.26
C  1.785  0.581  -1.269  -0.05
C  1.574  1.526  -2.229  0.00
C  2.249  2.705  -1.977  -0.09
C  2.885  3.233  -0.811  -0.07
C  3.035  2.180  0.063  0.00
C  2.596  0.650  -0.117  -0.21
N  2.658  -0.217  0.839  0.09
C  1.986  -1.372  0.082  -0.18
O  1.908  -2.525  0.754  0.03
C  3.406  -0.647  2.096  -0.23
C  4.837  -0.363  1.921  -0.10
H  5.233  0.825  1.532  0.15
H  5.369  -0.542  2.868  0.07
H  5.171  -0.956  0.941  0.12
C  2.699  0.510  3.302  0.04
H  2.992  1.580  2.990  0.07
H  3.232  0.218  4.264  0.09
H  1.743  0.433  3.010  0.00
H  3.261  -1.508  2.306  0.01
H  3.737  2.150  1.031  0.09
H  3.424  4.173  -0.741  0.11
H  2.010  3.469  -2.619  0.07
H  1.083  1.221  -2.940  0.04
O  1.659  -1.478  -2.247  -0.01
H  1.520  -2.548  -2.102  0.16
N  -0.796  1.480  -0.035  0.18
H  -1.423  1.675  0.671  0.02
H  0.115  1.614  0.040  -0.03
C  -3.451  0.335  0.222  -0.13
C  -3.769  1.458  -0.311  0.01
C  -5.010  2.009  0.523  -0.05
C  -5.942  1.266  0.972  -0.26
C  -5.748  0.028  1.344  -0.04
C  -4.342  -0.724  1.028  0.18
H  -4.317  -1.604  1.316  -0.02
H  -6.448  -0.751  1.809  0.12
H  -6.917  1.508  1.287  0.11
H  -5.346  3.075  -0.067  0.17
H  -2.950  1.976  -0.734  0.09
H  -0.319  -3.625  -2.224  0.11
H  0.343  -3.928  -0.578  0.13
H  -1.462  -4.011  -1.107  0.05